No. 1
The following is a quantum chemistry calculation of a cluster of 2 separate species, C9H14 in total, from OMol25.

Atoms and positions in Å:
1 C -0.24460 1.81198 -1.91794
2 C 0.19137 0.51798 -1.21560
3 C -0.73219 -0.53767 -1.12359
4 C -0.34569 -1.73643 -0.50255
5 C 1.03213 -1.82372 -0.13053
6 C 1.88572 -0.74645 -0.21105
7 C 1.50099 0.44899 -0.79137
8 H -0.18441 1.48529 -2.95159
9 H 0.43101 2.65249 -1.89360
10 H -1.26727 2.25744 -1.71665
11 H -1.66741 -0.32418 -1.43384
12 H -0.90016 -2.71549 -0.47115
13 H 1.19319 -2.78010 0.26354
14 H 2.82570 -0.90093 0.02298
15 H 2.20770 1.17106 -0.87419
16 C -1.14668 1.31672 2.85966
17 C -1.38035 -0.02852 2.10238
18 H -1.21704 2.19902 2.22825
19 H -1.95824 1.34832 3.61327
20 H -0.13611 1.31739 3.17557
21 H -2.38433 -0.37683 1.97788
22 H -0.69102 -0.75786 2.56687
23 H -0.81577 0.08708 1.07626

Results
SMILES string: Cc1ccccc1.CC
frontier orbital gap: 9.97 eV

List of Löwdin charges in e, atom by atom: -0.0526, -0.2761, -0.0732, -0.0723, -0.0823, -0.0716, -0.0334, 0.0740, 0.0613, 0.0968, 0.0751, 0.1214, 0.0786, 0.0529, 0.0827, -0.1587, -0.1568, 0.0499, 0.0669, 0.0424, 0.0516, 0.0648, 0.0588



No. 2
The following is a quantum chemistry calculation of a cluster of 2 separate species, C9H14 in total, from OMol25.

Atoms and positions in Å:
1 C -0.50502 2.88783 -0.43657
2 C -1.16176 1.58869 -0.07849
3 C -2.39857 1.62375 0.58146
4 C -3.09841 0.48102 0.87331
5 C -2.65655 -0.74644 0.35273
6 C -1.44849 -0.81253 -0.29536
7 C -0.72158 0.35677 -0.52304
8 H 0.44909 2.95636 0.08733
9 H -1.13026 3.73114 -0.13462
10 H -0.40821 3.12315 -1.49396
11 H -2.78491 2.62637 0.74487
12 H -4.12779 0.51981 1.21529
13 H -3.20768 -1.65587 0.56899
14 H -1.02749 -1.75914 -0.60927
15 H 0.13566 0.38305 -1.18655
16 C 3.29389 -2.25273 0.68392
17 C 2.75973 -1.60430 -0.61353
18 H 3.02117 -3.28891 0.73688
19 H 4.32380 -1.98293 0.91099
20 H 2.77947 -1.74584 1.51800
21 H 2.03009 -2.29248 -1.00726
22 H 3.54868 -1.52292 -1.35439
23 H 2.33513 -0.61386 -0.54074

Results
SMILES string: Cc1ccccc1.CC
frontier orbital gap: 10.12 eV

List of Löwdin charges in e, atom by atom: -0.0573, -0.2833, -0.0632, -0.0868, -0.0999, -0.0916, -0.0599, 0.0829, 0.0693, 0.0796, 0.1062, 0.1014, 0.1000, 0.0991, 0.1035, -0.1567, -0.1633, 0.0521, 0.0585, 0.0620, 0.0506, 0.0555, 0.0413



No. 3
The following is a quantum chemistry calculation of a cluster of 2 separate species, C9H14 in total, from OMol25.

Atoms and positions in Å:
1 C -0.97719 0.50356 -2.78540
2 C -0.79176 1.31337 -1.54086
3 C -0.16443 0.81990 -0.40204
4 C -0.24797 1.53250 0.77241
5 C -0.81484 2.78476 0.90246
6 C -1.45881 3.26788 -0.23763
7 C -1.45830 2.53493 -1.41922
8 H -1.98324 0.11644 -2.94331
9 H -0.37620 -0.40916 -2.75922
10 H -0.67628 1.06439 -3.67086
11 H 0.35927 -0.12526 -0.47522
12 H 0.24090 1.11431 1.64951
13 H -0.65614 3.43074 1.75199
14 H -1.70873 4.31108 -0.39334
15 H -1.95071 3.00182 -2.26135
16 C 1.32109 -2.71185 2.28994
17 C 1.86096 -3.54577 1.14656
18 H 0.84074 -3.38001 2.99312
19 H 2.12404 -2.22446 2.83701
20 H 0.46789 -2.07424 2.05520
21 H 1.11818 -3.80969 0.39175
22 H 2.63328 -3.05465 0.55469
23 H 2.29824 -4.46061 1.54379

Results
SMILES string: Cc1ccccc1.CC
frontier orbital gap: 10.01 eV

List of Löwdin charges in e, atom by atom: -0.0605, -0.2798, -0.0546, -0.1082, -0.0869, -0.0930, -0.0631, 0.0820, 0.0722, 0.0790, 0.1062, 0.0999, 0.0996, 0.0995, 0.1074, -0.1734, -0.1794, 0.0538, 0.0645, 0.0551, 0.0611, 0.0573, 0.0612



LUMO for the records above, in order: 1.0 1.0 1.0 eV
Calculated total energy for the records above, in order: -9558.4084 -9559.5376 -9559.6094 eV
ΔE to the lowest compared entry with this formula, charge and spin for the records above, in order: 40.89 14.85 13.19 kcal per mole